{
  "formula": "C3H3IO",
  "method": "the ωB97M-V functional and the def2-TZVPD basis",
  "elements": ["C", "C", "C", "O", "I", "H", "H", "H"],
  "xyz": [[-1.210243, -0.267261, 0.537273], [0.528372, 0.256376, -1.285287], [-0.693684, 0.157533, -0.525921], [0.822381, 1.028099, -2.156895], [1.734140, 0.075961, 1.851912], [-0.139167, -0.365832, 1.379938], [-2.257323, -0.438327, 0.934270], [1.215526, -0.446548, -0.735290]],
  "forces_ev_per_a": [[-1.9, 0.6, -1.5], [0.6, 0.9, 0.0], [-1.3, -1.1, 1.4], [-0.2, -0.8, 0.2], [-0.7, -0.4, 0.5], [1.4, 0.2, 0.1], [1.9, 0.3, -0.1], [0.1, 0.2, -0.6]],
  "lowdin_charge": [-0.01, -0.34, -0.03, 0.10, 0.27, -0.16, 0.12, 0.05],
  "orbital_gap_ev": [6.92, 6.92],
  "energy_ha": -488.88544,
  "de_lowest_ev": 2.9000
}